This record from the OMol25 dataset describes C13H10BrClN2O3Yb as an isolated structure at a distorted geometry. The level of theory is the ωB97M-V functional and the def2-TZVPD basis.

Its max |F| is 7.0 eV/A. Its net charge is +2. The HOMO-LUMO gap comes out at 5.42 eV. As for the relative energy (zero: lowest compared OMol25 entry of this formula, charge and spin): 4.371 eV.

```
31
Properties=species:S:1:pos:R:3:forces:R:3:lowdin_charge:R:1
C -0.271 -2.597 0.817 -0.1 -0.4 0.7 -0.032
C 0.973 -0.261 0.370 0.9 0.7 -2.4 -0.187
Cl 3.377 -1.092 -3.164 -2.0 0.9 1.8 0.670
C -0.290 0.820 -1.716 3.5 -2.2 1.9 0.023
H 2.978 -1.382 0.015 -1.3 1.1 -1.1 0.134
C 2.154 -0.785 -0.512 -3.1 1.9 -1.6 0.024
O 1.097 0.633 -5.090 -2.0 0.6 4.0 0.112
N 1.024 -0.560 1.811 -2.7 -2.6 -2.0 0.076
O -2.428 2.083 -2.174 3.4 -1.3 -1.6 0.060
H -1.129 -2.016 0.314 1.4 -1.0 0.6 0.100
H -0.705 -3.105 3.431 1.5 1.3 0.2 0.088
Yb -0.068 4.264 3.250 0.2 4.0 2.4 1.508
C 0.031 -2.223 3.499 -0.3 0.3 -1.0 -0.034
H 0.517 -2.933 0.051 -1.2 0.9 1.1 0.102
C 0.883 0.288 -2.562 -1.7 0.6 1.7 -0.021
C -1.356 1.076 0.787 0.4 -0.2 0.2 -0.085
C 0.335 -1.696 1.998 0.4 0.4 0.7 -0.291
C 2.095 -0.504 -2.026 -2.0 0.7 1.9 -0.467
Br -1.611 4.258 0.853 0.4 -1.3 0.1 0.832
N -0.843 1.441 -3.961 0.0 1.4 2.5 0.144
C -1.377 1.567 -2.600 0.4 -1.0 0.8 -0.320
H -0.866 2.416 -4.314 0.0 -1.1 -0.8 0.167
H -0.502 -1.421 4.115 0.9 -0.9 -0.9 0.079
H -2.392 1.159 0.325 1.6 0.3 0.3 0.138
H 1.011 -2.500 4.009 -1.4 0.3 -0.7 0.098
O 0.063 2.519 2.356 -3.4 -3.2 -5.3 -0.245
C 0.489 0.775 -4.021 1.4 -0.6 -1.8 -0.314
C -0.223 0.547 -0.200 1.8 -0.3 -1.9 -0.080
H -1.409 0.323 1.655 0.2 1.4 -0.9 0.136
H -0.700 -3.571 1.258 0.6 1.7 -0.6 0.095
C -0.857 2.477 1.421 2.1 -2.4 1.8 -0.513
```
Positions in Å, forces in eV/Å.